(1)
Density functional theory data (ωB97M-V/def2-TZVPD) for a 3-piece molecular cluster, C27H61FN4O7PS2 overall.

Element x y z (Å)
C 5.28736 0.55253 0.14902
C 3.78460 0.49871 -0.23570
C 3.49775 1.54533 -1.31035
C 4.16610 1.10115 -2.62261
N 2.00915 1.83013 -1.51630
C 1.31520 2.15295 -0.19932
C 2.07786 3.12054 0.70780
C 1.10894 4.04012 1.46396
F -0.12946 3.43065 1.61683
C 1.88642 3.05522 -2.39732
C 1.00609 2.99058 -3.64534
C -0.52222 3.09611 -3.44636
S -1.44917 1.70735 -4.16042
C -2.59290 1.21431 -2.92584
S -3.92864 0.46711 -3.45577
N -2.24543 1.42788 -1.56352
C -3.19969 2.35132 -0.89617
C -2.84536 2.49546 0.57194
O -2.89160 1.23961 1.22740
C -1.88864 0.42764 0.63702
C -2.24383 0.16233 -0.80769
P 0.88939 0.40215 -2.17446
O 1.58976 -0.16100 -3.50742
O 1.14768 -0.79749 -1.11081
H 5.39231 0.56195 1.23221
H 5.83443 -0.31147 -0.22218
H 5.77296 1.45420 -0.22581
H 3.59664 -0.48817 -0.65116
H 3.21359 0.65137 0.67424
H 3.99029 2.47770 -1.03463
H 5.22459 1.34711 -2.56096
H 4.09317 0.02406 -2.76803
H 3.76161 1.60302 -3.49954
H 0.34872 2.57002 -0.47832
H 1.09534 1.22663 0.32949
H 2.65512 2.55601 1.43743
H 2.75071 3.77459 0.15586
H 0.94797 4.96324 0.90307
H 1.49517 4.29570 2.44860
H 2.88504 3.34118 -2.71750
H 1.51913 3.88611 -1.79561
H 1.26629 2.16953 -4.31591
H 1.29138 3.89907 -4.18210
H -0.87912 3.98009 -3.97101
H -0.81202 3.20825 -2.39990
H -3.17732 3.32811 -1.38128
H -4.20667 1.92369 -0.97325
H -1.83003 2.90058 0.68374
H -3.55114 3.17940 1.04125
H -1.83931 -0.50277 1.20175
H -0.91534 0.93040 0.73033
H -1.54927 -0.56283 -1.23914
H -3.23894 -0.29567 -0.82473
H 2.24208 -0.87434 -3.42916
H 1.76015 -1.47346 -1.45154
C -7.64920 0.83150 3.17958
O -6.60563 0.13673 3.82890
C -5.29961 0.63698 3.57899
C -4.72509 1.36011 4.77807
N -5.39803 2.62956 5.01520
C -5.09100 3.27002 6.29136
C -5.37375 2.51619 7.58717
O -6.74308 2.35270 7.89228
C -7.39755 1.29276 7.22373
H -8.54381 0.21569 3.25448
H -7.86209 1.80062 3.64470
H -7.42170 0.99285 2.12118
H -5.28549 1.27881 2.69298
H -4.66729 -0.22984 3.36881
H -3.66410 1.55430 4.58799
H -4.79118 0.67698 5.63515
H -6.39770 2.49104 4.95290
H -5.65990 4.20213 6.32776
H -4.03085 3.54717 6.28570
H -4.96550 3.12133 8.40037
H -4.85665 1.54897 7.62887
H -6.73755 0.43157 7.08597
H -7.79196 1.60284 6.25162
H -8.24130 0.98917 7.84248
C 4.02340 -3.37870 -1.10668
O 3.43518 -3.48212 -2.39418
C 4.37874 -3.41775 -3.47090
C 4.62381 -4.76739 -4.10830
N 5.36475 -5.65233 -3.22489
C 5.44521 -7.04696 -3.65990
C 4.15537 -7.82986 -3.87802
O 3.44170 -8.13956 -2.69765
C 2.62919 -7.10933 -2.18196
H 3.21821 -3.19112 -0.39433
H 4.52789 -4.29726 -0.79927
H 4.73688 -2.54856 -1.06287
H 5.31674 -2.96908 -3.12945
H 3.94630 -2.76154 -4.23346
H 5.20852 -4.60807 -5.01955
H 3.64885 -5.17483 -4.40771
H 4.95514 -5.62552 -2.30126
H 6.02888 -7.58103 -2.90747
H 6.02428 -7.07904 -4.58827
H 4.44104 -8.79309 -4.30545
H 3.49070 -7.35110 -4.60876
H 2.17448 -6.51374 -2.98005
H 3.18396 -6.44788 -1.50721
H 1.83391 -7.57830 -1.60350

Atomic forces in eV per Å
C -0.24 0.03 0.13
C 0.85 0.25 -0.01
C 0.16 -0.69 -0.44
C -0.05 0.19 0.14
N 1.11 0.17 0.64
C -0.07 0.08 -0.25
C -0.37 0.00 0.37
C 0.21 0.23 -0.32
F 0.26 -0.04 0.32
C -0.14 0.16 -0.43
C -0.19 0.34 -0.13
C 0.03 -0.09 0.09
S -0.04 0.23 -0.03
C -0.11 -0.09 -0.23
S 0.01 -0.12 0.12
N 0.05 0.24 0.24
C -0.07 -0.28 0.03
C 0.17 0.17 -0.20
O 0.31 0.12 0.01
C -0.20 -0.02 0.26
C -0.08 -0.34 0.10
P -1.37 -0.34 -0.26
O 0.30 0.10 0.32
O 0.53 0.29 -0.50
H 0.07 -0.05 0.00
H 0.05 0.05 -0.08
H 0.04 -0.01 -0.01
H -0.31 -0.05 0.24
H -0.29 -0.14 -0.14
H -0.39 0.20 0.20
H 0.03 -0.06 -0.05
H 0.00 -0.02 -0.02
H 0.04 -0.04 -0.03
H -0.03 -0.05 -0.07
H 0.19 -0.02 -0.07
H 0.18 0.02 -0.11
H 0.12 -0.08 -0.04
H -0.11 -0.02 0.02
H -0.05 -0.03 0.03
H 0.05 -0.16 0.05
H 0.01 -0.13 0.22
H 0.04 -0.06 0.11
H 0.14 -0.10 -0.08
H -0.04 0.03 0.03
H 0.04 -0.18 0.00
H 0.00 -0.03 -0.10
H -0.07 0.17 -0.06
H -0.40 0.06 -0.12
H -0.05 -0.14 0.15
H -0.11 -0.04 -0.05
H -0.12 -0.06 -0.04
H 0.00 0.18 -0.14
H -0.01 -0.01 -0.07
H 0.04 0.06 -0.12
H -0.06 -0.15 0.37
C -0.01 -0.07 0.02
O -0.05 0.13 -0.01
C 0.15 -0.17 -0.02
C -0.10 0.10 0.05
N -0.10 -0.11 0.06
C -0.02 0.09 -0.14
C 0.11 0.05 0.13
O -0.02 0.00 -0.07
C -0.07 0.04 0.09
H 0.01 -0.01 0.01
H 0.02 0.03 -0.05
H -0.01 0.02 -0.01
H -0.05 0.04 0.02
H 0.01 0.02 -0.04
H 0.01 -0.01 0.02
H 0.06 -0.04 -0.02
H 0.00 -0.01 0.01
H 0.04 0.02 0.01
H 0.02 -0.04 0.03
H -0.01 -0.01 0.01
H -0.05 -0.03 -0.09
H 0.01 0.00 -0.04
H 0.04 -0.06 -0.04
H 0.02 0.01 0.02
C -0.19 -0.02 0.03
O 0.08 0.43 0.14
C -0.07 0.02 -0.26
C 0.02 -0.14 0.12
N -0.18 0.05 0.09
C 0.16 0.05 0.04
C 0.02 -0.11 -0.12
O 0.03 0.07 0.04
C -0.03 -0.11 0.04
H -0.01 -0.03 0.01
H 0.08 0.04 -0.02
H 0.05 -0.05 0.01
H 0.02 -0.07 0.05
H -0.01 0.01 0.02
H -0.02 -0.03 -0.03
H -0.01 0.06 -0.06
H -0.02 -0.05 -0.02
H 0.03 -0.01 -0.03
H -0.03 0.00 -0.03
H -0.02 -0.01 0.01
H 0.00 0.08 0.06
H 0.02 0.03 0.00
H -0.02 0.07 -0.04
H 0.00 -0.01 -0.01

HOMO level (Ha): -0.3623
Maximum force (hartree/bohr): 0.0279
Multiplicity: 1
Net charge: +1
Molar mass (g mol⁻¹): 667.91
Orbital gap (hartree): 0.2689

---

(2)
Density functional theory data (ωB97M-V/def2-TZVPD) for C27H61N3O6Pb as an isolated structure.

Element x y z (Å)
Pb -0.29156 -0.14178 -1.34421
C 3.85892 2.26026 0.56519
C 4.11658 0.78885 0.09703
C 5.55578 0.37188 0.51446
C 5.70621 0.11082 2.05184
C 4.71213 -0.98935 2.47838
C 3.21386 -0.61643 2.22522
N 3.13352 -0.11898 0.78230
O 1.68175 -0.01833 0.33103
C 2.74421 0.43075 3.30567
C 2.41218 -1.94539 2.48607
C 4.08221 0.63654 -1.39933
H 4.01150 3.07293 -0.14500
H 4.47029 2.62237 1.39176
H 2.79942 2.33355 0.81051
H 6.32979 1.09163 0.24804
H 5.88840 -0.53665 0.01244
H 5.56083 0.99083 2.67838
H 6.68454 -0.29995 2.30129
H 5.02348 -1.23940 3.49259
H 4.92754 -1.91730 1.94865
H 1.78712 0.85467 3.00177
H 3.38919 1.30035 3.43175
H 2.73444 -0.06668 4.27550
H 2.67141 -2.40445 3.44009
H 2.55836 -2.74966 1.76504
H 1.32527 -1.86704 2.51046
H 4.16051 -0.43807 -1.56421
H 4.96309 1.03782 -1.90045
H 3.21479 1.06475 -1.90164
C -2.64308 3.46777 1.44099
C -2.27218 2.02008 1.87854
C -2.57854 1.71880 3.41577
C -4.07624 1.32300 3.79159
C -4.59018 0.31662 2.74557
C -4.36383 0.65463 1.20903
N -2.92741 1.00019 1.01002
O -2.45746 1.05729 -0.39090
C -5.32940 1.71568 0.79546
C -4.69998 -0.58588 0.43218
C -0.70128 1.77718 1.76599
H -1.75335 4.05504 1.66813
H -3.49086 3.78082 2.05038
H -2.88754 3.58350 0.38508
H -2.38107 2.54850 4.09451
H -1.96298 0.89983 3.78788
H -4.69815 2.20369 3.63125
H -4.02612 0.91031 4.79919
H -5.66122 0.21454 2.92032
H -4.05000 -0.59370 3.00561
H -4.95547 2.45973 0.09214
H -5.62779 2.35601 1.62554
H -6.29967 1.28480 0.54845
H -3.95014 -1.26674 0.83501
H -4.82329 -0.49864 -0.64730
H -5.55368 -1.16896 0.77760
H -0.48913 0.78370 2.16106
H -0.00622 2.31547 2.41037
H -0.34557 1.81796 0.73646
C -3.11959 -1.99577 -2.56373
O -1.77689 -1.78006 -2.74962
C -1.34742 -1.73411 -4.13460
C 0.12642 -1.38684 -4.35759
N 0.63323 -0.15964 -3.84240
C -0.01488 1.00264 -4.48054
C 0.55082 2.30745 -3.82686
O 0.38026 2.10048 -2.38172
C 0.65267 3.27469 -1.57554
H -3.80686 -1.22174 -2.90526
H -3.08046 -2.01063 -1.47454
H -3.56191 -2.95167 -2.84430
H -1.90316 -0.99098 -4.70643
H -1.50900 -2.68496 -4.64242
H 0.32964 -1.55382 -5.41537
H 0.70672 -2.16434 -3.86074
H 1.59581 -0.16658 -4.14816
H -1.09696 1.12129 -4.42464
H 0.24660 1.14126 -5.52959
H 0.06048 3.24732 -4.08047
H 1.56194 2.51547 -4.17681
H -0.13218 3.99150 -1.81699
H 1.57195 3.84898 -1.69053
H 0.55290 3.04969 -0.51369
C -1.24539 -2.43890 1.65569
O -1.43660 -1.44053 0.68822
H -2.12513 -3.07938 1.71858
H -0.45240 -3.04512 1.21781
H -0.98348 -2.12500 2.66612
H -2.16128 -0.92972 1.05636
C 1.23565 -4.77142 -2.27127
C 0.10493 -3.87815 -1.74798
O 0.61967 -2.67136 -1.41126
H 0.79514 -5.74283 -2.49580
H 2.04647 -4.86753 -1.54918
H 1.61352 -4.44926 -3.24160
H -0.33937 -4.41539 -0.91009
H -0.67331 -3.94595 -2.50815
H 1.55755 -2.76891 -1.59144

Atomic forces in eV per Å
Pb 0.14 0.50 2.99
C -0.37 0.37 -0.33
C 0.10 0.78 2.15
C 0.35 -0.18 1.73
C -0.84 -0.96 -0.91
C 0.23 0.61 -0.42
C 0.63 0.51 -0.07
N -1.50 -1.88 -0.58
O 1.89 0.53 0.27
C 0.27 -0.30 -0.82
C -0.43 0.19 -0.50
C -0.21 -0.60 -0.59
H 0.21 -0.28 -0.78
H -0.08 -0.59 0.42
H -0.04 -0.07 0.29
H -0.38 0.55 -0.33
H -0.39 -0.29 -0.12
H -0.05 0.20 -0.22
H 0.31 0.28 -0.27
H -0.93 0.10 0.53
H 0.02 0.03 -0.48
H -0.24 -0.38 0.23
H 0.41 -0.10 -0.32
H -0.44 0.01 0.06
H 0.37 0.37 0.25
H 0.52 0.28 -0.46
H 0.02 0.70 -0.06
H -0.43 -0.17 -0.32
H 0.17 0.41 0.33
H -0.27 -0.16 0.21
C 0.41 -0.61 0.91
C 0.80 -0.41 0.12
C -1.70 -0.16 -0.14
C 1.55 0.62 -2.75
C 0.65 0.16 0.14
C 0.46 0.86 0.95
N 1.15 -1.54 -0.09
O -0.61 0.09 1.32
C -1.20 1.79 0.69
C 0.45 -1.59 0.77
C -0.87 -0.76 0.09
H -0.27 0.52 0.04
H -0.02 0.39 -0.09
H 0.14 -0.39 0.03
H 0.51 0.43 -0.45
H 0.24 -0.12 -0.38
H -0.06 0.25 0.89
H -0.62 0.22 -0.03
H -0.10 -0.46 -0.21
H -0.26 -0.56 -0.40
H -0.03 -0.62 -0.59
H 0.26 0.16 0.49
H 0.07 -0.02 -0.71
H 0.55 -0.54 -1.24
H 0.72 0.12 0.14
H -0.80 0.81 0.31
H -0.24 -0.47 -0.57
H -0.53 1.07 0.00
H -0.12 0.06 0.26
C -1.47 -0.21 2.21
O 2.15 0.21 -3.04
C 0.13 0.63 -0.13
C -0.27 -2.51 0.63
N -1.01 1.19 -1.10
C 1.11 2.68 0.26
C -0.63 -0.69 1.27
O 1.67 1.26 -0.94
C -1.26 0.54 -0.02
H 0.35 0.39 -0.16
H -1.11 0.16 0.20
H 0.64 -0.40 -0.62
H -0.62 0.10 0.25
H -0.14 -0.27 0.23
H -0.22 0.28 -0.42
H 0.06 -0.19 0.04
H 0.43 0.46 0.45
H -0.04 -0.93 0.44
H -0.05 -0.54 -0.39
H -0.77 -0.25 -0.27
H 0.62 -0.50 0.67
H -0.24 0.13 0.08
H 0.57 -0.83 -0.60
H 0.04 -0.46 -0.28
C 0.62 -1.35 -0.85
O 0.02 -0.22 0.36
H -0.27 -0.09 0.12
H 0.23 -0.23 0.56
H 0.13 0.46 -0.11
H -0.42 1.69 -0.42
C -0.75 -0.51 -0.28
C 0.03 -3.67 -0.75
O 0.34 1.80 0.15
H 0.24 -0.29 0.27
H 0.02 -0.09 -0.03
H 0.20 0.42 0.05
H -0.03 0.31 0.52
H -0.16 1.00 -0.19
H 0.32 0.76 0.45

HOMO level (Ha): -0.2072
Maximum force (hartree/bohr): 0.0728
Multiplicity: 1
Net charge: 0
Molar mass (g mol⁻¹): 731.00
Orbital gap (hartree): 0.2117

---

The lowest maximum force belongs to which entry? C27H61FN4O7PS2